Entry 1:
The following is a quantum chemistry calculation of 3 unconnected molecules or ions with the total composition C6H10O, from the Open Molecules 2025 dataset.

Geometry (Å):
C: 1.71 -0.70 -0.05
C: 0.48 -0.04 -0.07
C: -0.70 0.33 -1.32
C: -1.64 0.39 -0.15
C: -0.77 -0.79 0.18
O: -1.19 1.46 0.64
C: 0.23 1.23 0.75
H: 1.83 -1.62 -0.61
H: 0.94 -1.50 1.39
H: 2.62 -0.15 0.17
H: -0.31 1.28 -1.68
H: -0.88 -0.39 -2.12
H: -2.73 0.35 -0.23
H: -0.94 -1.75 -0.29
H: 0.10 -1.55 1.57
H: 0.78 2.10 0.37
H: 0.50 1.06 1.79

Summary:
- Molecular weight: 98.1 Da
- F_max: 0.43 eV/Å
- Energy above the lowest of the compared OMol25 structures with the same formula, charge and spin: 139.3 kcal per mole
- Net charge: 0
- Gap between HOMO and LUMO: 8.1 eV

---

Entry 2:
The following is a quantum chemistry calculation of 3 unconnected molecules or ions with the total composition C6H10O, from the Open Molecules 2025 dataset.

Geometry (Å):
C: -1.53 1.37 0.10
C: -1.82 0.22 0.70
O: -1.65 -0.09 2.01
H: -1.11 2.21 0.65
H: -1.70 1.49 -0.96
H: -2.24 -0.62 0.16
H: -1.25 0.67 2.45
C: 0.26 -2.10 -1.43
C: -0.87 -2.47 -1.27
H: 1.27 -1.76 -1.56
H: -1.88 -2.80 -1.13
C: 1.70 1.09 0.36
C: 2.48 0.21 -0.26
H: 1.33 0.90 1.36
H: 1.39 2.02 -0.12
H: 2.85 0.38 -1.27
H: 2.78 -0.72 0.22

Summary:
- Molecular weight: 98.1 Da
- F_max: 0.56 eV/Å
- Energy above the lowest of the compared OMol25 structures with the same formula, charge and spin: 87.6 kcal per mole
- Net charge: 0
- Structure (SMILES): C=CO.C#C.C=C
- Gap between HOMO and LUMO: 9.9 eV

---

Entry 3:
The following is a quantum chemistry calculation of C6H10O in the gas phase, from the Open Molecules 2025 dataset.

Geometry (Å):
O: -1.10 2.84 -0.92
C: -1.44 1.84 -1.52
C: -1.07 0.44 -1.10
C: -0.53 0.35 0.32
C: 0.20 -0.94 0.61
C: 1.65 -1.05 0.24
C: 1.24 -0.98 1.69
H: -2.04 1.92 -2.45
H: -1.94 -0.22 -1.25
H: -0.31 0.08 -1.82
H: -1.35 0.49 1.04
H: 0.15 1.20 0.49
H: -0.40 -1.85 0.48
H: 2.03 -2.00 -0.14
H: 2.13 -0.18 -0.19
H: 1.33 -1.88 2.29
H: 1.44 -0.06 2.23

Summary:
- Molecular weight: 98.1 Da
- F_max: 0.50 eV/Å
- Energy above the lowest of the compared OMol25 structures with the same formula, charge and spin: 16.1 kcal per mole
- Net charge: 0
- Structure (SMILES): O=CCCC1CC1
- Gap between HOMO and LUMO: 10.9 eV

---

Entry 4:
The following is a quantum chemistry calculation of C6H10O in the gas phase, from the Open Molecules 2025 dataset.

Geometry (Å):
C: -2.01 -1.22 0.43
C: -0.69 0.97 0.67
O: -0.77 -0.74 0.97
C: 0.46 -0.86 0.20
C: 0.32 -0.40 -1.21
C: 0.58 0.60 -0.11
C: 1.71 1.58 -0.15
H: -2.31 -0.60 -0.42
H: -1.89 -2.27 0.17
H: -2.74 -1.07 1.23
H: -0.31 1.21 1.68
H: 1.14 -1.62 0.58
H: 1.19 -0.66 -1.82
H: -0.63 -0.47 -1.74
H: 1.37 2.47 -0.68
H: 1.99 1.89 0.86
H: 2.59 1.20 -0.67

Summary:
- Molecular weight: 98.1 Da
- F_max: 0.33 eV/Å
- Energy above the lowest of the compared OMol25 structures with the same formula, charge and spin: 122.8 kcal per mole
- Net charge: 0
- Gap between HOMO and LUMO: 8.2 eV

---

Entry 5:
The following is a quantum chemistry calculation of C6H10O in the gas phase, from the Open Molecules 2025 dataset.

Geometry (Å):
C: 0.87 -1.14 -1.83
C: 1.04 -0.93 -0.53
C: 1.39 0.41 0.06
C: 0.52 1.03 1.14
C: -0.80 0.95 1.33
C: -1.85 0.17 0.59
O: -1.46 -0.95 -0.15
H: 0.62 -2.12 -2.23
H: 0.94 -0.31 -2.54
H: 0.93 -1.75 0.18
H: 1.48 1.13 -0.76
H: 2.40 0.30 0.48
H: 1.07 1.71 1.80
H: -1.22 1.57 2.13
H: -2.55 -0.23 1.33
H: -2.42 0.87 -0.04
H: -0.98 -0.70 -0.96

Summary:
- Molecular weight: 98.1 Da
- F_max: 0.45 eV/Å
- Energy above the lowest of the compared OMol25 structures with the same formula, charge and spin: 35.4 kcal per mole
- Net charge: 0
- Structure (SMILES): C=CC/C=C\CO
- Gap between HOMO and LUMO: 10.4 eV

---

Entry 6:
The following is a quantum chemistry calculation of C6H10O in the gas phase in a non-equilibrium geometry, from the Open Molecules 2025 dataset.

Geometry (Å):
C: 1.98 -0.02 -0.32
C: 0.74 0.13 0.49
C: 0.10 -0.93 1.00
C: -1.37 -0.86 0.65
C: -1.07 -0.20 -0.74
C: -0.29 1.02 -0.23
O: -1.08 1.87 0.59
H: 2.65 -0.80 0.05
H: 2.51 0.91 -0.54
H: 1.50 -0.39 -1.29
H: 0.58 -1.89 1.17
H: -1.95 -0.20 1.32
H: -1.88 -1.83 0.62
H: -0.23 -0.73 -1.31
H: -1.88 -0.12 -1.46
H: 0.16 1.59 -1.05
H: -0.47 2.46 1.07

Summary:
- Molecular weight: 98.1 Da
- F_max: 1.81 eV/Å
- Energy above the lowest of the compared OMol25 structures with the same formula, charge and spin: 46.4 kcal per mole
- Net charge: 0
- Structure (SMILES): CC1=CCC[C@H]1O
- Gap between HOMO and LUMO: 9.4 eV